# 1
Entry from the OMol25 dataset: a 8-piece molecular cluster, C38H98N6O14 overall in a non-equilibrium geometry (ωB97M-V/def2-TZVPD).

XYZ file:
```
156
Properties=species:S:1:pos:R:3:forces:R:3:lowdin_charge:R:1
C 3.071607 -7.618920 3.619797 -0.044 -0.097 -1.243 -0.11
O 3.595987 -6.347310 3.842587 -1.190 1.121 1.024 -0.22
C 4.909777 -6.031400 3.522507 0.059 -0.213 -0.076 -0.21
C 5.248577 -4.540770 3.446737 0.306 0.957 -0.874 -0.18
N 4.611647 -3.839740 2.322097 -1.658 -1.029 0.182 -0.09
C 5.341487 -2.802990 1.614367 -0.246 -0.042 0.594 -0.20
C 4.496957 -1.989930 0.613937 -1.567 1.143 0.577 -0.14
O 3.692487 -0.863330 1.168677 -0.245 -1.713 1.693 -0.22
C 2.678077 -1.276380 2.154217 -0.411 0.324 0.088 -0.11
H 1.989997 -7.484520 3.607087 0.006 -0.285 0.530 0.08
H 3.414197 -8.437750 4.252447 -0.011 0.291 0.667 0.09
H 3.282697 -7.976890 2.612127 0.324 0.093 -0.463 0.08
H 5.053497 -6.466250 2.533397 0.764 -0.060 -0.300 0.12
H 5.563397 -6.501790 4.257087 0.425 -0.084 -0.061 0.13
H 6.323807 -4.521050 3.268987 0.530 -0.247 0.124 0.11
H 5.109147 -3.909310 4.324177 -0.278 -0.567 0.491 0.11
H 4.316127 -4.580420 1.702297 -0.197 0.257 -0.488 0.10
H 6.197547 -3.304080 1.162507 0.467 0.586 -0.560 0.11
H 5.680457 -2.118360 2.391847 0.341 0.233 -0.142 0.12
H 3.717617 -2.570660 0.120497 0.345 -0.688 -0.137 0.11
H 5.052197 -1.453430 -0.155463 0.431 -0.355 0.166 0.12
H 1.858427 -0.558390 2.181927 -0.008 0.131 -0.917 0.06
H 2.875847 -1.280860 3.226117 1.592 0.228 0.131 0.07
H 2.248807 -2.276410 2.092847 0.200 -0.146 -1.074 0.07
C -5.796663 -5.006920 -8.126183 1.590 1.260 0.528 -0.08
O -4.764913 -4.754900 -7.155503 -1.543 -1.090 0.509 -0.21
C -3.440253 -4.591660 -7.532723 0.091 0.209 0.801 -0.24
C -2.580993 -4.817510 -6.263353 0.775 1.133 -0.481 -0.18
N -2.334053 -3.565710 -5.464603 0.961 -0.004 -1.164 -0.04
C -1.185183 -2.744740 -5.984973 -0.779 0.418 0.632 -0.20
C -0.972283 -1.499220 -5.111303 0.406 -0.402 0.695 -0.23
O -0.661733 -1.800700 -3.750743 -0.183 0.771 0.939 -0.20
C -0.590923 -0.632300 -2.877823 0.610 -0.971 0.279 -0.09
H -6.711473 -5.033600 -7.534153 0.013 -0.344 -0.386 0.09
H -5.579243 -5.881790 -8.738903 -0.230 -0.304 0.202 0.08
H -5.796263 -4.135670 -8.781193 -0.455 0.067 -0.354 0.08
H -3.354003 -3.581710 -7.933553 0.573 0.288 -0.046 0.12
H -3.095023 -5.282420 -8.301983 -0.230 -0.348 -0.192 0.11
H -1.647953 -5.230840 -6.646353 0.557 0.062 0.053 0.09
H -2.983073 -5.627580 -5.654903 -0.444 0.382 0.084 0.12
H -1.965473 -3.790200 -4.551443 -0.513 -0.467 0.368 0.09
H -1.361663 -2.286550 -6.958123 -0.445 -0.361 -0.272 0.11
H -0.261083 -3.312810 -6.091823 0.190 -0.254 0.189 0.11
H -1.881373 -0.898200 -5.132103 -0.001 0.251 -0.229 0.12
H -0.083473 -0.974040 -5.461043 -0.233 0.433 -0.635 0.12
H 0.069467 0.181220 -3.178083 -0.179 0.056 -0.979 0.07
H -0.079873 -0.917390 -1.958233 -0.197 -0.622 0.018 0.07
H -1.545493 -0.221930 -2.548433 -0.347 -0.122 -0.504 0.08
C -7.475483 -1.312360 -2.048393 1.556 0.591 1.563 -0.06
O -6.174763 -1.812970 -1.557753 -1.846 -0.321 0.174 -0.21
C -5.194493 -0.816560 -1.275043 -0.106 -0.428 -1.052 -0.22
C -5.401513 0.007900 0.019547 -0.996 -0.010 -0.371 -0.21
N -4.415433 1.020130 0.320327 2.321 -0.130 -1.669 -0.07
C -4.171483 2.057730 -0.749203 -2.414 0.587 2.720 -0.13
C -5.368713 3.097410 -0.567673 0.676 0.889 -0.148 -0.16
O -5.558223 3.552570 0.832857 1.035 -1.125 -1.671 -0.21
C -6.775403 4.235640 1.039037 0.473 -0.048 -0.495 -0.12
H -7.750043 -1.656950 -3.045373 0.401 -0.128 0.083 0.08
H -7.382673 -0.228210 -1.984233 -0.311 0.202 -0.617 0.07
H -8.250293 -1.545510 -1.318043 -0.018 -0.422 -0.106 0.08
H -5.201263 -0.266380 -2.215973 0.412 1.024 0.261 0.11
H -4.282783 -1.412450 -1.317323 0.328 0.327 0.575 0.12
H -5.539173 -0.700850 0.836137 0.521 -0.056 0.183 0.12
H -6.382293 0.480520 -0.033523 -0.585 0.032 -0.379 0.10
H -4.563923 1.540490 1.173137 -0.358 -0.339 0.058 0.10
H -4.044873 1.683690 -1.765153 -0.480 -0.162 0.165 0.11
H -3.285873 2.655150 -0.532653 0.244 -0.359 0.310 0.09
H -6.340493 2.807400 -0.967203 -0.020 -0.551 0.071 0.10
H -5.054153 3.959930 -1.155223 -0.189 0.448 -0.035 0.10
H -6.931263 5.034480 0.314017 0.199 0.287 -0.135 0.08
H -6.678463 4.682190 2.028637 -0.473 -0.229 0.003 0.09
H -7.612663 3.553280 0.892527 -0.262 -0.086 0.512 0.08
C 4.134077 5.031570 -3.310883 -1.315 -0.262 -1.405 -0.07
O 2.719397 5.430250 -3.451193 1.767 -0.745 0.910 -0.19
C 2.366867 6.241510 -2.354313 -0.810 0.077 0.440 -0.20
C 0.784467 6.180830 -2.073843 1.175 1.657 0.147 -0.19
N 0.230447 4.882070 -2.142353 0.801 -1.484 0.348 -0.08
C -1.209663 4.694110 -1.926823 1.567 0.066 -1.316 -0.16
C -2.164673 5.507320 -2.849213 1.061 -1.745 -0.460 -0.26
O -2.846373 6.285670 -1.975713 -1.796 2.554 1.059 -0.19
C -3.768353 7.270240 -2.458313 -0.083 -0.430 -0.264 -0.08
H 4.167337 4.102620 -3.880143 0.378 0.032 0.036 0.07
H 4.512367 4.847220 -2.305393 -0.642 0.040 0.285 0.08
H 4.797157 5.760610 -3.776633 -0.105 0.203 -0.088 0.08
H 2.873907 7.197610 -2.484273 -1.155 1.098 -0.600 0.11
H 2.973997 5.993490 -1.483693 -0.747 -1.155 0.529 0.08
H 0.173867 6.762940 -2.764073 0.599 1.055 -0.294 0.10
H 0.639277 6.589540 -1.073863 0.011 0.091 0.058 0.11
H 0.566037 4.509480 -3.019093 -0.377 -0.559 -0.092 0.10
H -1.456533 4.940990 -0.894253 -0.043 -0.081 0.003 0.12
H -1.268073 3.621410 -2.111213 -0.774 -0.089 0.181 0.10
H -2.777253 4.796100 -3.403303 -0.715 -0.201 0.058 0.11
H -1.658713 6.031560 -3.659943 0.475 0.514 0.168 0.12
H -4.482283 6.827570 -3.152893 -0.266 -0.275 0.087 0.08
H -3.363363 8.120090 -3.007723 0.855 -0.107 -0.031 0.08
H -4.297373 7.716750 -1.616373 0.073 -0.420 0.144 0.09
C 3.042157 -4.787720 6.839627 1.866 0.375 0.115 -0.16
O 1.696567 -4.986440 7.066007 -1.194 -1.119 -0.958 -0.16
C 0.965677 -5.586940 5.950487 -0.743 1.874 0.084 -0.17
C 0.970867 -4.724780 4.661397 2.166 0.529 0.927 -0.20
N 0.475847 -3.317600 4.806287 -0.626 -1.418 -1.366 -0.03
C -0.938803 -3.370410 5.007747 -2.508 1.405 1.122 -0.22
C -1.792293 -2.009510 4.959307 1.529 -1.632 0.180 -0.20
O -1.738543 -1.455110 3.710617 0.940 1.984 -0.714 -0.19
C -2.576823 -1.786200 2.675947 -0.896 -0.610 -0.707 -0.13
H 3.558737 -4.495040 7.753727 -0.536 0.189 0.416 0.09
H 3.286327 -3.994520 6.133007 -0.327 0.189 -0.354 0.07
H 3.645117 -5.641810 6.531267 -0.502 -0.599 -0.372 0.08
H -0.083623 -5.542450 6.242167 0.066 -0.266 0.595 0.10
H 1.162837 -6.635070 5.725467 0.729 -0.007 0.251 0.11
H 0.511357 -5.368760 3.911577 -0.821 0.717 -0.239 0.12
H 1.988517 -4.641890 4.279797 0.147 -0.034 0.135 0.08
H 0.903577 -2.800230 5.560927 0.363 -0.390 0.123 0.11
H -1.186603 -3.781140 5.986517 -0.147 -0.196 0.451 0.10
H -1.455913 -4.036600 4.317167 0.403 -0.066 -0.430 0.12
H -1.362073 -1.249930 5.612037 0.052 -0.147 0.311 0.12
H -2.815793 -2.203030 5.280397 -0.175 -0.262 0.108 0.12
H -3.138873 -0.947750 2.264597 0.151 0.568 0.258 0.07
H -3.351363 -2.493850 2.971607 0.058 -0.474 0.032 0.09
H -1.993243 -2.163310 1.836107 -0.012 -0.407 -0.033 0.09
C 2.775327 6.052020 1.413627 -1.017 -0.276 -1.082 -0.08
O 1.835177 5.301150 0.650687 0.296 1.388 0.432 -0.23
C 1.819547 3.924530 0.927747 -1.610 0.819 -2.986 -0.24
C 1.504557 3.620310 2.319827 0.686 -1.598 0.830 -0.19
N 2.741517 3.341300 3.052987 0.212 0.043 0.274 -0.03
C 3.158237 1.964680 2.855487 1.314 -1.005 1.605 -0.22
C 4.608297 1.745840 3.365447 0.178 0.262 -1.093 -0.18
O 5.442627 2.730050 2.707957 0.969 -0.116 -1.042 -0.20
C 5.816277 2.367040 1.334037 -0.674 -0.265 0.140 -0.08
H 3.711017 5.535480 1.199687 0.662 0.610 0.767 0.10
H 2.445277 6.148160 2.448007 0.542 -0.410 0.324 0.09
H 2.716817 7.062530 1.009217 0.470 -0.002 -0.143 0.09
H 2.659597 3.409030 0.462267 0.622 -0.134 0.487 0.13
H 1.017137 3.714470 0.220567 -0.344 -0.819 0.231 0.10
H 0.995847 2.656740 2.348707 -0.683 0.269 0.126 0.10
H 0.897597 4.422150 2.740247 -0.005 -0.138 0.231 0.13
H 3.468567 3.895980 2.624227 0.303 0.234 0.335 0.07
H 3.179627 1.548100 1.848457 -0.397 0.383 -0.503 0.09
H 2.546127 1.294650 3.459217 -0.396 0.036 -0.024 0.11
H 4.984757 0.741270 3.172557 -0.273 -0.281 -0.919 0.10
H 4.787187 1.730570 4.440557 -0.371 1.259 0.166 0.12
H 6.371167 3.054620 0.695727 0.577 1.127 1.340 0.08
H 4.965827 2.307770 0.654837 -0.601 -0.877 0.447 0.05
H 6.434307 1.469740 1.302597 -0.378 -0.360 0.223 0.08
C 3.045377 1.322600 -2.595853 1.376 0.752 0.504 -0.11
O 3.626187 1.102860 -1.249583 -1.634 0.202 -1.854 -0.13
H 2.498567 0.469560 -2.997643 0.550 -0.320 0.063 0.07
H 2.380367 2.171950 -2.752273 -0.376 0.262 1.062 0.06
H 3.914887 1.650370 -3.165593 -0.005 -0.720 -0.501 0.07
H 2.940297 0.565100 -0.847133 0.095 -0.088 0.856 0.04
C -0.553083 0.720670 0.590517 0.055 -0.519 0.840 -0.15
O 0.163127 1.324980 -0.447503 0.657 -0.168 -1.017 -0.13
H -0.141653 -0.217970 0.961707 0.696 -0.099 -0.510 0.07
H -0.407823 1.399250 1.431067 -1.226 -0.156 0.438 0.08
H -1.547463 0.429190 0.252357 -0.491 0.644 0.519 0.07
H -0.113043 2.243700 -0.411703 0.267 0.153 -0.386 0.04
```
Forces are in eV/Å.

Values from the calculation:
net charge: 0
gap between HOMO and LUMO: 8.9 eV
relative energy (zero: lowest compared OMol25 entry of this formula, charge and spin): 570.9 kJ/mol
HOMO energy: -0.3015 hartree

---

# 2
Entry from the OMol25 dataset: one molecule with the formula C10H11Br2NO2 in a non-equilibrium geometry (ωB97M-V/def2-TZVPD).

XYZ file:
```
26
Properties=species:S:1:pos:R:3:forces:R:3:lowdin_charge:R:1
C 2.213269 1.147436 2.384275 4.807 0.294 1.074 -0.09
C 2.535955 0.094916 1.526285 -1.275 -4.047 -2.783 -0.05
C 0.964095 1.348134 2.746576 -2.711 1.372 1.712 -0.13
C 1.544857 -0.694347 0.964173 2.005 1.286 -0.081 -0.04
C -0.027072 0.650359 2.249236 -4.130 1.806 0.710 -0.04
C 0.181227 -0.389698 1.296479 -0.188 -2.424 -2.321 -0.26
C -0.623249 -0.112086 -3.364575 -1.360 -1.623 -2.218 -0.14
C -0.261670 -0.706773 -1.970125 0.623 2.796 -0.431 -0.27
C -0.948964 -1.075495 0.662779 -0.615 1.708 -0.982 -0.63
C -1.331632 -0.384719 -0.901320 1.603 -3.321 1.873 -0.74
N -1.579249 1.006816 -0.514060 2.319 1.569 -2.722 -0.44
O -0.733678 1.819059 -0.893036 -0.065 -0.522 0.542 0.09
O -2.585459 1.290215 0.024680 -1.861 0.470 1.717 0.06
Br -0.880204 -3.027110 0.589019 0.303 0.237 -0.147 0.70
Br -2.988926 -1.150993 -1.340280 -1.066 -0.564 -0.591 0.89
H 3.031564 1.453354 3.013241 0.098 0.671 0.086 0.11
H 3.543602 -0.244916 1.444051 0.653 0.193 -0.467 0.10
H 0.778685 2.062614 3.486929 -0.517 1.226 0.842 0.11
H 1.766581 -1.410072 0.166467 0.027 -0.086 0.708 0.11
H -1.070756 1.064843 2.377423 1.112 -0.890 0.154 0.14
H -0.360907 0.929251 -3.589832 0.687 -0.400 0.527 0.06
H -0.138416 -0.850084 -4.182613 -1.222 1.955 1.653 0.12
H -1.773897 -0.045862 -3.563273 1.958 -0.764 0.368 0.07
H -0.076969 -1.779596 -2.067996 -0.337 0.215 0.444 0.09
H 0.705043 -0.162237 -1.722236 -1.073 -0.954 0.247 0.13
H -1.883832 -0.833010 1.177733 0.225 -0.203 0.083 0.07
```
Forces are in eV/Å.

Values from the calculation:
⟨S²⟩: 2.0194
net charge: 0
gap between HOMO and LUMO (alpha / beta): 5.2 / 6.5 eV
relative energy (zero: lowest compared OMol25 entry of this formula, charge and spin): 0.0 kJ/mol
HOMO energy (alpha / beta): -0.2026 / -0.3595 hartree
spin multiplicity: 3

---

Q: Which formula does entry 1 have?
A: C38H98N6O14